49
Properties=species:S:1:pos:R:3:mulliken_charge:R:1 method="wB97M-V/def2-TZVPD" charge=+2 homo_lumo_gap_ev="10.187 / 3.674" multiplicity=2 e_lumo_ev="-5.350 / -11.861"
Na -1.336 -0.195 -29.825 0.7942
C 3.619 2.946 -30.354 -0.7410
O 2.208 3.021 -30.559 -0.4489
C 1.405 2.904 -29.388 -0.6360
C -0.095 2.951 -29.819 -0.3662
N -0.354 1.933 -30.848 0.1670
C -1.520 2.380 -31.654 -0.7759
C -1.886 1.375 -32.813 -0.6222
O -2.402 0.196 -32.170 -0.1736
C -3.012 -0.596 -33.228 -0.9956
H 3.871 3.527 -29.467 0.3321
H 4.245 3.329 -31.160 0.2755
H 3.921 1.913 -30.183 0.2956
H 1.567 3.711 -28.673 0.5336
H 1.599 1.968 -28.864 0.2462
H -0.393 3.976 -30.040 0.5360
H -0.668 2.652 -28.941 0.0380
H 0.541 2.147 -31.264 0.3879
H -1.227 3.373 -31.998 0.5826
H -2.333 2.589 -30.959 0.4254
H -1.089 1.182 -33.530 0.4768
H -2.688 1.847 -33.381 0.4509
H -2.352 -0.623 -34.096 0.4219
H -3.945 -0.162 -33.586 0.3350
H -3.154 -1.622 -32.889 0.3099
C -0.247 -2.492 -31.715 -0.7486
O 0.542 -1.646 -30.904 -0.2449
C 1.261 -2.353 -29.923 -0.5993
C 0.244 -2.893 -28.809 -0.8921
N -0.514 -1.861 -28.114 -0.1484
C 0.333 -1.045 -27.256 -0.5399
C -0.566 0.029 -26.607 -0.8795
O -1.389 0.704 -27.525 -0.2413
C -2.499 1.488 -27.099 -0.7986
H 0.209 -3.443 -31.992 0.4081
H -0.520 -1.999 -32.649 0.1764
H -1.214 -2.719 -31.266 0.3072
H 1.887 -1.652 -29.371 0.3246
H 1.988 -3.033 -30.368 0.4311
H 0.807 -3.485 -28.087 0.4461
H -0.374 -3.643 -29.302 0.4706
H -1.243 -2.219 -27.513 0.2330
H 1.080 -0.505 -27.838 0.1634
H 0.781 -1.646 -26.465 0.4540
H 0.026 0.774 -26.076 0.4072
H -1.247 -0.331 -25.836 0.5091
H -2.851 1.969 -28.011 0.2314
H -2.311 2.235 -26.328 0.3095
H -3.167 0.720 -26.708 0.3716


49
Properties=species:S:1:pos:R:3:mulliken_charge:R:1 method="wB97M-V/def2-TZVPD" charge=+1 homo_lumo_gap_ev=6.726 e_lumo_ev=-4.164
Rb -2.045 1.887 1.371 0.9868
C -1.033 -3.352 0.960 -0.7659
O -1.112 -2.707 2.227 -0.2996
C -0.809 -3.723 3.155 -0.7255
C 0.120 -3.173 4.346 -0.6127
N -0.516 -2.100 5.109 -0.3560
C 0.449 -1.616 6.134 -0.6601
C 0.859 -2.715 7.148 -0.6086
O -0.231 -3.514 7.644 -0.3391
C -1.009 -2.803 8.660 -0.7278
H -1.559 -4.303 0.883 0.3132
H 0.031 -3.542 0.817 0.3430
H -1.407 -2.720 0.155 0.2114
H -0.249 -4.504 2.642 0.4309
H -1.703 -4.277 3.443 0.4032
H 0.943 -2.755 3.767 0.2978
H 0.404 -4.015 4.977 0.3686
H -1.169 -2.712 5.577 0.3282
H -0.164 -0.913 6.699 0.3296
H 1.259 -1.105 5.614 0.3746
H 1.601 -2.445 7.899 0.4193
H 1.575 -3.217 6.497 0.3897
H -0.337 -2.567 9.485 0.3320
H -1.696 -3.460 9.193 0.2915
H -1.523 -1.901 8.328 0.2691
C 2.923 4.107 -1.860 -0.6285
O 3.079 3.689 -3.234 -0.4034
C 2.311 2.557 -3.786 -0.3627
C 0.880 3.091 -4.113 -0.3708
N -0.153 2.218 -4.667 -0.4105
C -1.306 2.910 -5.264 -0.7238
C -1.645 2.401 -6.683 -0.6851
O -0.516 2.592 -7.615 -0.3006
C -0.997 2.093 -8.826 -0.7835
H 2.084 3.640 -1.343 0.2577
H 2.798 5.189 -1.880 0.2445
H 3.865 3.844 -1.379 0.2803
H 2.410 1.832 -2.977 0.3242
H 2.948 2.284 -4.628 0.2529
H 0.990 3.982 -4.731 0.3017
H 0.472 3.435 -3.163 0.1940
H 0.167 1.700 -5.474 0.3043
H -1.192 3.993 -5.304 0.3419
H -2.067 2.766 -4.497 0.3632
H -2.601 2.810 -7.011 0.5086
H -1.838 1.328 -6.666 0.3869
H -0.222 2.175 -9.589 0.2742
H -1.878 2.597 -9.222 0.3100
H -1.190 1.020 -8.820 0.3305


49
Properties=species:S:1:pos:R:3:mulliken_charge:R:1 method="wB97M-V/def2-TZVPD" charge=+3 homo_lumo_gap_ev=5.770 e_lumo_ev=-14.519
Tl 8.974 15.299 -46.109 1.8140
C 11.563 13.872 -43.597 -0.9266
O 11.075 15.010 -44.304 -0.2178
C 11.324 16.259 -43.621 -0.4359
C 10.870 17.382 -44.544 -0.8429
N 9.413 17.330 -44.701 -0.1193
C 8.866 18.509 -45.440 -1.0233
C 7.408 18.474 -45.859 -0.6267
O 7.117 17.255 -46.480 -0.0687
C 5.750 17.244 -46.957 -0.9933
H 12.623 13.753 -43.822 0.3219
H 10.973 12.969 -43.751 0.3081
H 11.457 14.016 -42.522 0.4567
H 12.411 16.338 -43.604 0.4124
H 10.866 16.406 -42.643 0.4280
H 11.417 17.315 -45.484 0.3587
H 11.198 18.332 -44.122 0.5018
H 8.923 17.385 -43.820 0.2883
H 9.321 18.663 -46.419 0.3966
H 9.069 19.441 -44.913 0.5378
H 7.218 19.309 -46.533 0.4560
H 6.739 18.654 -45.017 0.4725
H 4.920 16.968 -46.307 0.4273
H 5.715 16.618 -47.848 0.1986
H 5.564 18.184 -47.477 0.4707
C 8.165 12.431 -43.896 -0.7875
O 7.686 13.461 -44.779 -0.1786
C 6.339 13.324 -45.159 -0.8827
C 5.962 14.419 -46.210 -0.6091
N 6.972 14.598 -47.308 -0.1397
C 7.337 13.364 -47.914 -0.7516
C 8.430 13.606 -49.002 -0.7917
O 9.444 14.527 -48.605 -0.2687
C 10.318 14.798 -49.696 -0.7953
H 9.079 12.798 -43.429 0.0794
H 8.288 11.510 -44.466 0.3529
H 7.464 12.181 -43.099 0.3678
H 5.625 13.440 -44.344 0.5198
H 6.132 12.333 -45.563 0.5367
H 5.768 15.367 -45.708 0.1539
H 4.987 14.176 -46.633 0.5905
H 6.407 14.958 -48.064 0.2135
H 6.515 12.916 -48.471 0.5068
H 7.804 12.626 -47.262 0.2791
H 8.036 13.997 -49.940 0.5434
H 8.877 12.657 -49.295 0.4962
H 11.143 15.412 -49.332 0.2940
H 9.775 15.375 -50.444 0.3447
H 10.722 13.904 -50.170 0.3312


Number 1: E_tot -1047.2824 Eh. Number 2: E_tot -909.3815 Eh. Number 3: E_tot -1056.9235 Eh.